1.
A cluster of 7 separate species, C22H47FO11S in total. Source: the Open Molecules 2025 dataset; level of theory: ωB97M-V/def2-TZVPD.

Atoms and positions in Å:
S (2.396, 2.497, -1.156)
F (2.562, 3.264, 0.198)
O (-6.235, -1.491, -0.146)
O (0.681, -2.182, -1.129)
O (4.094, 0.691, 0.765)
O (1.212, 2.982, -1.770)
O (-1.286, -0.655, 1.972)
O (-8.637, -1.728, -1.867)
O (10.279, 0.422, -1.578)
O (-5.742, 2.118, 0.917)
O (3.659, 2.555, -1.802)
O (5.974, 4.286, -2.678)
O (4.294, -0.463, 3.778)
C (-3.626, -0.272, 1.448)
C (-0.518, -1.569, 2.716)
C (2.209, -0.559, 1.543)
C (-2.426, -1.207, 1.315)
C (-10.620, -3.151, -1.759)
C (8.997, -0.163, -1.783)
C (-5.426, -2.574, -0.587)
C (-4.684, -2.249, -1.869)
C (6.696, -0.845, 3.975)
C (1.271, -1.352, 1.020)
C (2.101, 0.900, -0.495)
C (8.493, 0.030, -3.200)
C (5.528, 0.081, 4.245)
C (-7.537, 2.729, -0.623)
C (-9.131, -3.061, -2.019)
C (6.654, 5.027, -1.677)
C (2.936, 0.385, 0.653)
C (1.160, 0.132, -1.030)
C (0.452, -2.335, 1.811)
C (-6.954, 1.683, 0.309)
C (7.410, 4.129, -0.715)
C (0.993, -1.240, -0.444)
H (7.632, -0.395, 4.310)
H (-11.165, -2.487, -2.431)
H (0.035, -0.992, 3.460)
H (5.363, 3.685, -2.235)
H (-2.645, -2.196, 1.735)
H (-8.900, -3.339, -3.046)
H (-7.791, 3.641, -0.078)
H (8.277, 0.244, -1.065)
H (8.373, 1.092, -3.427)
H (9.200, -0.392, -3.914)
H (8.119, 3.508, -1.265)
H (5.456, 0.312, 5.313)
H (-10.853, -2.861, -0.732)
H (-8.584, -3.740, -1.356)
H (-5.922, 2.914, 1.426)
H (-3.979, 0.077, 0.480)
H (-4.723, -2.767, 0.225)
H (-4.046, -3.081, -2.174)
H (0.527, 0.450, -1.850)
H (7.957, 4.714, 0.027)
H (6.772, -1.056, 2.909)
H (5.649, 1.019, 3.705)
H (-6.035, -3.475, -0.719)
H (-8.864, -1.441, -0.975)
H (7.524, -0.452, -3.338)
H (9.121, -1.224, -1.562)
H (-1.162, -2.280, 3.247)
H (-4.062, -1.364, -1.733)
H (-6.686, 0.782, -0.238)
H (-8.445, 2.360, -1.104)
H (7.340, 5.685, -2.210)
H (4.147, -1.294, 4.243)
H (6.571, -1.794, 4.503)
H (6.722, 3.465, -0.188)
H (-10.977, -4.170, -1.910)
H (-6.815, 2.989, -1.397)
H (-4.473, -0.762, 1.929)
H (-5.389, -2.045, -2.678)
H (-6.888, -1.326, -0.837)
H (-7.684, 1.406, 1.078)
H (-3.362, 0.608, 2.032)
H (2.479, -0.565, 2.592)
H (-2.181, -1.361, 0.257)
H (1.103, -2.976, 2.409)
H (10.206, 1.365, -1.754)
H (-0.121, -2.957, 1.122)
H (5.950, 5.660, -1.124)

Results
total charge: 0
structure (SMILES): CCOCCC1=CC(=O)C(S(=O)(=O)F)=CC1=O.CCO.CCO.CCO.CCO.CCO.CCO
highest occupied orbital energy: -9.8 eV
LUMO level: -1.5 eV

***

2.
A structure of composition C22H47FeNO4Si2. Source: the Open Molecules 2025 dataset; level of theory: ωB97M-V/def2-TZVPD.

Atoms and positions in Å:
Fe (0.033, -0.383, -0.134)
Si (-3.309, -0.012, -0.611)
Si (3.151, 0.460, -1.223)
O (0.777, 0.821, -5.069)
O (0.796, -1.643, 1.199)
O (0.881, -2.260, 3.396)
O (-0.488, -1.216, -3.589)
N (-0.389, 0.572, 1.802)
C (-0.688, 2.520, -5.944)
C (-1.046, 1.733, 2.012)
C (-4.141, 0.094, 1.065)
C (-0.237, -0.270, 2.850)
C (-1.589, 2.069, 3.259)
C (-0.481, -3.614, -3.493)
C (-1.731, -1.139, -5.835)
C (-1.825, -0.898, -4.347)
C (-4.549, -0.785, -1.798)
C (-1.442, 1.193, 4.342)
C (1.399, 0.112, -1.824)
C (0.326, 2.163, -4.894)
C (0.300, -2.470, -4.079)
C (-2.848, 1.712, -1.203)
C (3.561, 2.254, -1.636)
C (-0.728, 0.011, 4.135)
C (4.314, -0.659, -2.207)
C (2.073, 0.629, -5.624)
C (3.584, 0.200, 0.598)
C (2.056, 0.756, -7.123)
C (0.540, -1.506, 2.487)
C (-1.799, -1.111, -0.554)
H (-3.197, 2.464, -0.482)
H (3.005, 0.391, -7.515)
H (3.024, -0.630, 1.064)
H (4.649, 2.305, -1.819)
H (-1.641, -1.603, -1.533)
H (0.006, -4.588, -3.606)
H (-4.611, -1.871, -1.645)
H (1.175, 2.862, -4.900)
H (-0.606, -3.449, -2.409)
H (-4.305, -0.620, -2.853)
H (4.068, -1.719, -2.040)
H (-0.229, 2.483, -6.932)
H (3.293, 2.902, -0.786)
H (-2.065, 0.157, -4.133)
H (5.343, -0.467, -1.857)
H (-1.107, 2.400, 1.150)
H (-1.042, 3.536, -5.765)
H (-2.534, -1.595, -3.876)
H (-2.708, -0.910, -6.290)
H (4.668, -0.026, 0.643)
H (0.254, -2.376, -5.170)
H (0.837, 0.948, -2.250)
H (-1.537, -2.187, -6.102)
H (1.921, 1.797, -7.415)
H (-1.769, 1.862, -1.343)
H (-0.155, 2.230, -3.910)
H (-3.335, 1.918, -2.167)
H (-1.885, -1.948, 0.169)
H (-1.462, -3.654, -3.995)
H (-5.549, -0.371, -1.619)
H (1.256, 0.168, -7.583)
H (1.325, -2.355, -3.706)
H (-3.515, 0.529, 1.855)
H (3.010, 2.585, -2.532)
H (-2.130, 3.006, 3.373)
H (2.366, -0.388, -5.355)
H (2.812, 1.300, -5.162)
H (-1.552, 1.848, -5.942)
H (-4.456, -0.901, 1.406)
H (-5.041, 0.717, 0.962)
H (1.298, -0.866, -2.287)
H (-1.876, 1.419, 5.318)
H (4.231, -0.446, -3.284)
H (-0.992, -0.471, -6.302)
H (0.158, -0.438, -3.349)
H (-0.551, -0.708, 4.934)
H (3.388, 1.117, 1.177)

Results
multiplicity: 5
total charge: 0
highest occupied orbital energy (spin up / spin down): -6.4 / -6.8 eV
LUMO level (spin up / spin down): 0.1 / 0.1 eV

***

3.
A cluster of 4 separate species, C22H47N4O18P4S in total. Source: the Open Molecules 2025 dataset; level of theory: ωB97M-V/def2-TZVPD.

Atoms and positions in Å:
S (6.283, 2.461, 1.390)
P (-7.678, 4.104, -2.446)
P (1.742, -2.191, -1.965)
P (0.457, -6.827, -5.724)
P (2.627, 0.331, 7.439)
O (-8.351, 2.774, -2.189)
O (-1.213, -7.057, -5.772)
O (7.130, 3.391, 3.782)
O (0.402, -5.314, -5.703)
O (0.068, -2.398, -1.988)
O (1.230, -0.521, 7.376)
O (2.161, -6.895, -5.828)
O (0.477, -7.447, -4.226)
O (-6.133, 3.602, -1.980)
O (3.520, -0.371, 8.401)
O (0.866, 1.673, 3.941)
O (3.451, -2.205, -2.036)
O (-2.767, 2.010, 3.629)
O (-7.736, 5.060, -1.138)
O (-9.075, 4.835, -3.103)
O (1.772, -2.809, -0.461)
O (2.447, 1.879, 8.019)
O (1.669, -0.677, -1.933)
N (6.144, 5.298, 4.060)
N (4.552, -0.531, 5.687)
N (5.180, -0.543, 4.550)
N (5.684, 4.854, 2.864)
C (-0.368, 2.404, 4.081)
C (7.012, 4.485, 4.644)
C (6.315, 3.666, 2.723)
C (-8.939, 5.126, -0.383)
C (-9.041, 5.028, -4.522)
C (-1.455, 1.547, 3.321)
C (2.668, -7.283, -7.111)
C (-5.539, 2.608, -2.818)
C (-0.596, -1.930, -3.167)
C (4.537, 1.985, 1.046)
C (3.889, 1.186, 3.453)
C (-4.138, 2.328, 1.556)
C (3.083, 1.246, 4.692)
C (3.530, 0.322, 5.780)
C (1.872, 2.203, 4.816)
C (3.561, 2.121, 2.267)
C (2.572, -2.175, 0.514)
C (4.988, 0.206, 3.435)
C (3.994, -2.575, -3.311)
C (-3.733, 1.391, 2.759)
C (1.286, -6.823, -3.244)
C (-1.865, -6.597, -6.960)
H (-2.041, -5.523, -6.891)
H (-0.017, -2.161, -4.060)
H (1.096, -0.840, 8.294)
H (3.042, 2.442, 7.485)
H (-5.047, 1.899, 1.050)
H (2.086, -2.288, 1.484)
H (-0.712, 2.528, 5.139)
H (-9.522, 4.208, -0.459)
H (-4.682, 1.197, 3.331)
H (2.342, -8.296, -7.355)
H (3.536, 3.203, 2.586)
H (-8.673, 5.289, 0.661)
H (-4.460, 2.629, -2.663)
H (2.322, -6.587, -7.881)
H (-1.296, 1.609, 2.204)
H (2.517, 1.910, 1.895)
H (-5.747, 2.806, -3.870)
H (3.756, -7.261, -7.074)
H (-1.563, -2.428, -3.236)
H (5.607, 0.104, 2.514)
H (-9.538, 5.971, -0.726)
H (4.562, 0.890, 0.771)
H (-3.304, 2.431, 0.816)
H (2.257, -7.319, -3.201)
H (-9.987, 5.467, -4.835)
H (-3.384, 0.403, 2.361)
H (-1.269, -6.818, -7.845)
H (5.947, -1.226, 4.481)
H (-2.824, -7.107, -7.045)
H (2.697, -1.110, 0.305)
H (-0.246, 3.373, 3.532)
H (-8.228, 5.708, -4.791)
H (-1.398, 0.461, 3.614)
H (3.640, -1.889, -4.086)
H (4.186, 2.510, 0.124)
H (0.796, -6.936, -2.276)
H (3.704, -3.597, -3.562)
H (1.425, -5.759, -3.444)
H (-4.415, 3.324, 1.976)
H (2.159, 3.208, 4.385)
H (-8.905, 4.069, -5.031)
H (7.572, 4.586, 5.590)
H (5.080, -2.519, -3.255)
H (3.551, -2.658, 0.556)
H (-5.916, 1.622, -2.546)
H (-0.756, -0.854, -3.097)
H (1.506, 2.373, 5.858)

Results
total charge: +1
highest occupied orbital energy: -10.7 eV
LUMO level: -5.1 eV

***

4.
A structure of composition C22H48B2INO38S8Si2. Source: the Open Molecules 2025 dataset; level of theory: ωB97M-V/def2-TZVPD.

Atoms and positions in Å:
I (1.774, 1.920, 1.833)
S (2.897, 4.087, -5.543)
S (-5.219, -7.159, -5.346)
S (-3.303, -1.324, -4.516)
S (2.282, 0.432, -3.207)
S (-2.524, -0.830, 5.497)
S (3.546, -5.655, -0.688)
S (5.755, -9.186, 4.114)
S (-3.189, 3.866, 7.636)
Si (1.500, 4.275, 2.510)
Si (-1.139, 5.015, 1.694)
O (4.368, -5.321, 0.424)
O (4.401, -5.423, -2.029)
O (0.734, 0.153, -2.858)
O (-4.549, 3.438, 6.893)
O (2.059, 1.395, -4.472)
O (-4.650, -8.375, -5.799)
O (-2.408, -0.383, -5.100)
O (3.457, 4.294, -7.043)
O (-4.526, -0.937, -3.917)
O (6.576, -8.860, 5.225)
O (2.860, -0.791, -3.659)
O (5.070, -10.424, 4.013)
O (-1.807, -2.174, 4.990)
O (6.612, -8.955, 2.771)
O (-3.607, -2.479, -5.597)
O (-1.824, 5.721, 0.308)
O (-3.532, 4.591, 8.806)
O (2.780, 6.878, 0.569)
O (-6.766, -7.425, -4.998)
O (3.885, 5.130, -4.807)
O (-4.646, -6.381, -4.304)
O (2.854, 1.198, -2.157)
O (-3.277, -0.279, 4.430)
O (2.868, -6.897, -0.782)
O (-2.053, 1.183, 0.003)
O (-2.279, 4.371, 6.667)
O (-5.450, -6.202, -6.621)
O (-0.997, 3.118, -0.900)
O (3.206, 2.770, -5.119)
O (4.692, -7.998, 3.895)
O (3.834, 7.551, 2.639)
O (-1.200, 0.058, 5.702)
O (0.537, 5.192, 1.497)
O (-3.093, -1.079, 6.778)
O (1.577, 4.608, -5.480)
O (-2.469, -2.221, -3.471)
O (2.479, -4.475, -0.906)
O (-2.706, 2.394, 8.066)
N (-2.779, 8.069, 2.194)
C (-1.870, 5.993, 3.158)
C (-3.802, 1.477, 7.926)
C (-0.099, 1.019, -3.644)
C (0.991, 4.286, 4.313)
C (4.261, 5.476, -7.088)
C (-4.600, 2.012, 6.756)
C (-2.566, -3.603, -3.839)
C (3.732, -4.480, -2.876)
C (2.957, -3.590, -1.930)
C (-7.597, -6.563, -5.784)
C (-0.052, -0.798, 5.689)
C (5.948, -8.006, 1.928)
C (0.412, 3.204, 4.941)
C (3.244, 5.062, 2.425)
C (0.693, 1.280, -4.906)
C (-1.717, 3.195, 1.662)
C (-0.419, -1.918, 4.739)
C (-6.810, -6.311, -7.053)
C (-1.825, 7.510, 2.823)
C (-2.756, -3.599, -5.335)
C (4.899, 5.562, -5.717)
C (5.175, -7.115, 2.875)
B (-1.594, 2.502, 0.220)
B (3.256, 6.532, 1.829)
H (5.749, 4.881, -5.630)
H (3.791, 4.429, 1.679)
H (-1.057, 0.546, -3.848)
H (-3.208, -4.520, -5.695)
H (-8.557, -7.035, -5.979)
H (-0.616, 3.265, 5.351)
H (3.601, 6.327, -7.272)
H (0.627, 0.436, -5.597)
H (-2.816, 3.250, 1.883)
H (3.607, -2.848, -1.462)
H (-5.631, 1.665, 6.767)
H (-1.809, -3.432, -5.855)
H (0.831, -0.251, 5.367)
H (0.972, 2.249, 5.001)
H (1.167, 5.214, 4.903)
H (-0.262, 1.941, -3.080)
H (3.798, 4.952, 3.376)
H (-3.506, 7.379, 1.980)
H (-1.344, 5.815, 4.119)
H (-6.880, -7.159, -7.739)
H (5.220, 6.573, -5.475)
H (-7.125, -5.405, -7.565)
H (4.451, -3.922, -3.471)
H (-3.438, 0.460, 7.753)
H (-0.057, 3.259, -0.684)
H (3.063, -5.032, -3.540)
H (-1.231, 0.668, -0.083)
H (0.103, -1.175, 6.703)
H (5.829, -6.378, 3.348)
H (-1.211, 2.602, 2.453)
H (4.352, -6.606, 2.386)
H (4.457, 8.010, 2.052)
H (3.345, 7.543, 0.153)
H (0.172, -2.815, 4.911)
H (-1.669, -4.141, -3.539)
H (-0.951, 8.130, 3.105)
H (5.276, -8.552, 1.261)
H (-0.312, -1.608, 3.697)
H (6.671, -7.450, 1.335)
H (-4.387, 1.503, 8.849)
H (-7.754, -5.639, -5.224)
H (4.996, 5.409, -7.887)
H (-2.918, 5.643, 3.313)
H (2.129, -3.084, -2.420)
H (0.377, 2.189, -5.414)
H (-3.432, -4.032, -3.331)
H (-2.740, 5.396, 0.297)
H (-4.138, 1.744, 5.804)

Results
total charge: 0
highest occupied orbital energy: -8.6 eV
LUMO level: -0.4 eV

***

- Look up the total charge of the third one.
  +1